Record 1
This record from the Open Molecules 2025 dataset describes a molecular structure, C45H50As2IrN5SeSi2. The level of theory is ωB97M-V with the def2-TZVPD basis set.

Results
frontier orbital gap: 0.2306 Ha
E_HOMO: -7.622 eV
calculated total energy: -9574.8304 hartree
molecular weight: 1138.1 g/mol
ΔE to the lowest compared entry with this formula, charge and spin: 58.06 kcal per mole

ORCA input file:
```
! wB97M-V def2-TZVPD RIJCOSX def2/J DEFGRID3
* xyz 0 1
Ir -0.674 0.203 0.214
Se -2.937 1.393 -0.266
As 0.388 2.663 -0.409
As -0.215 0.162 -2.910
Si -0.317 1.472 3.595
Si -0.485 -1.793 3.123
N -1.188 -1.719 -0.478
N 1.554 -0.350 0.707
N -7.048 -0.267 1.167
N 0.403 -6.014 0.246
N -0.699 -4.065 -0.706
C -2.116 0.098 -3.374
C 1.463 -0.183 2.036
C 1.480 -1.400 -7.077
C -0.351 1.234 5.494
C 4.217 3.909 -1.778
C -2.331 -2.083 2.738
C -5.053 -0.520 -0.111
C -6.540 0.830 1.706
C 0.310 6.654 1.069
C 0.464 -0.535 -4.629
C 2.622 -0.218 2.818
C 3.896 -0.675 0.839
C -4.836 -0.162 -3.945
C -1.516 4.736 0.302
C -2.037 2.169 3.142
C -0.300 -2.037 5.012
C -1.042 6.952 1.080
C -6.313 -0.924 0.287
C -2.838 1.167 -3.886
C 4.541 2.810 0.323
C 2.300 -0.724 -6.186
C 0.087 -0.051 2.529
C 1.792 -0.307 -4.969
C -0.285 3.016 -2.236
C -5.300 1.345 1.371
C 5.062 3.485 -0.767
C -2.777 -1.111 -3.170
C -4.122 -1.247 -3.463
C -0.097 -5.062 -0.169
C 0.229 2.059 -3.296
C 0.713 -3.086 2.386
C -0.336 -1.249 -5.511
C -0.865 -2.855 -0.509
C 0.974 2.852 3.300
C 2.317 2.994 -0.604
C -0.160 4.432 0.263
C 2.856 3.671 -1.692
C -4.545 0.657 0.424
C 2.718 -0.588 0.125
C -1.958 5.983 0.702
C 0.750 5.406 0.662
C 3.182 2.563 0.398
C -4.190 1.044 -4.156
C 0.168 -1.674 -6.729
C 3.837 -0.464 2.214
H -0.149 2.339 -4.286
H 0.684 3.761 3.819
H -2.756 1.371 2.988
H 3.330 -0.528 -6.444
H -2.349 2.114 -4.075
H -4.743 1.893 -4.532
H 2.434 0.210 -4.264
H -1.116 -1.571 5.551
H 1.651 -3.087 2.936
H 1.964 2.578 3.652
H -2.949 -1.373 3.281
H 0.549 0.763 5.875
H 1.813 5.188 0.648
H 6.121 3.685 -0.832
H 2.777 2.039 1.253
H 4.831 -0.882 0.343
H -0.448 2.198 5.984
H 0.632 -1.637 5.395
H -1.994 2.771 2.235
H 2.207 4.033 -2.479
H -2.559 -1.981 1.681
H -1.199 0.631 5.800
H 2.536 -0.069 3.883
H 0.956 -2.889 1.347
H -1.376 2.937 -2.160
H 1.052 3.099 2.240
H 0.308 -4.093 2.438
H -4.925 2.253 1.821
H 2.688 -0.712 -0.952
H -0.472 -2.218 -7.406
H -0.060 4.059 -2.505
H -1.385 7.930 1.387
H -7.176 1.324 2.431
H -2.240 3.981 0.012
H -2.413 2.804 3.939
H -2.632 -3.079 3.045
H 1.033 7.398 1.372
H -1.365 -1.467 -5.253
H 4.616 4.434 -2.634
H 1.860 -1.720 -8.035
H -4.618 -2.195 -3.312
H -3.015 6.203 0.718
H -5.891 -0.263 -4.148
H -6.769 -1.814 -0.129
H 5.192 2.482 1.121
H -4.478 -1.080 -0.831
H -2.221 -1.947 -2.762
H 1.322 2.112 -3.346
H 4.738 -0.498 2.807
H -0.320 -3.097 5.246
*
```

Atom charges from the Mulliken analysis, given in e for atoms 1 to 99: number 1, Ir, carries 3.96; number 2, Se, carries -0.38; number 3, As, carries 0.49; number 4, As, carries 0.48; number 5, Si, carries 0.34; number 6, Si, carries 0.20; number 7, N, carries -0.56; number 8, N, carries -0.46; number 9, N, carries -0.64; number 10, N, carries -0.62; number 11, N, carries -0.81; number 12, C, carries 0.80; number 13, C, carries -0.56; number 14, C, carries -0.47; number 15, C, carries -1.30; number 16, C, carries -0.88; number 17, C, carries -0.79; number 18, C, carries -0.26; number 19, C, carries -0.52; number 20, C, carries -0.72; number 21, C, carries 0.47; number 22, C, carries -0.60; number 23, C, carries -1.09; number 24, C, carries -0.45; number 25, C, carries -0.65; number 26, C, carries -0.66; number 27, C, carries -1.33; number 28, C, carries -0.69; number 29, C, carries -0.61; number 30, C, carries -0.32; number 31, C, carries -0.78; number 32, C, carries -0.74; number 33, C, carries 0.53; number 34, C, carries -0.46; number 35, C, carries -1.26; number 36, C, carries -0.38; number 37, C, carries -0.73; number 38, C, carries -0.64; number 39, C, carries -0.82; number 40, C, carries 0.53; number 41, C, carries -1.49; number 42, C, carries -0.93; number 43, C, carries -0.21; number 44, C, carries 0.81; number 45, C, carries -0.98; number 46, C, carries 0.42; number 47, C, carries 0.68; number 48, C, carries -0.30; number 49, C, carries 0.59; number 50, C, carries -0.52; number 51, C, carries -0.68; number 52, C, carries -0.46; number 53, C, carries -0.09; number 54, C, carries -0.78; number 55, C, carries -0.77; number 56, C, carries -0.81; number 57, H, carries 0.71; number 58, H, carries 0.59; number 59, H, carries 0.07; number 60, H, carries 0.40; number 61, H, carries 0.22; number 62, H, carries 0.42; number 63, H, carries 0.29; number 64, H, carries 0.33; number 65, H, carries 0.33; number 66, H, carries 0.40; number 67, H, carries 0.33; number 68, H, carries 0.35; number 69, H, carries 0.36; number 70, H, carries 0.40; number 71, H, carries 0.21; number 72, H, carries 0.51; number 73, H, carries 0.35; number 74, H, carries 0.34; number 75, H, carries 0.04; number 76, H, carries 0.37; number 77, H, carries -0.09; number 78, H, carries 0.34; number 79, H, carries 0.50; number 80, H, carries 0.05; number 81, H, carries 0.59; number 82, H, carries -0.11; number 83, H, carries 0.54; number 84, H, carries 0.44; number 85, H, carries 0.54; number 86, H, carries 0.41; number 87, H, carries 0.63; number 88, H, carries 0.38; number 89, H, carries 0.37; number 90, H, carries 0.17; number 91, H, carries 0.54; number 92, H, carries 0.51; number 93, H, carries 0.44; number 94, H, carries 0.34; number 95, H, carries 0.45; number 96, H, carries 0.38; number 97, H, carries 0.46; number 98, H, carries 0.46; number 99, H, carries 0.40


Record 2
This record from the Open Molecules 2025 dataset describes 13 unconnected molecules or ions with the total composition C45H50Cl10N8. The level of theory is ωB97M-V with the def2-TZVPD basis set.

Results
frontier orbital gap: 0.3541 Ha
E_HOMO: -9.290 eV
calculated total energy: -6784.6129 hartree
molecular weight: 1057.5 g/mol

ORCA input file:
```
! wB97M-V def2-TZVPD RIJCOSX def2/J DEFGRID3
* xyz 0 1
Cl -5.224 -4.343 -3.856
Cl -0.339 2.974 4.389
Cl -0.063 -1.574 3.108
Cl -2.659 -0.106 4.810
Cl -5.347 1.718 -2.596
Cl -5.229 3.024 0.067
Cl -4.531 0.755 2.575
Cl -0.438 5.519 5.797
Cl -3.434 -2.649 -2.231
Cl 0.561 -4.510 2.720
N -2.424 -0.742 -5.267
N -2.011 4.245 -0.275
N 0.467 -0.658 -0.226
N 2.741 -5.717 0.276
N 4.638 -0.447 -2.145
N 5.715 -0.640 2.364
N 3.419 2.823 1.958
N -4.843 -2.703 1.222
C -1.147 1.144 1.071
C 5.684 3.121 1.188
C 5.171 3.850 0.125
C 3.525 -4.632 0.058
C -1.038 4.702 -1.114
C -0.255 -3.063 2.137
C 4.522 -0.889 1.727
C -2.302 1.155 -3.822
C 4.920 -1.939 4.240
C 5.888 -1.142 3.601
C -0.662 -0.594 -3.633
C 0.568 4.082 5.499
C -4.490 -2.698 -3.581
C -1.314 -1.275 -4.688
C -1.085 5.616 1.451
C 3.939 0.663 -1.934
C -2.870 0.439 -4.836
C 2.929 3.509 0.914
C 1.002 0.345 0.522
C -6.764 -2.573 -0.201
C -1.700 0.134 0.307
C 1.755 -3.611 -1.209
C -0.191 5.773 -0.779
C -3.812 -0.564 3.566
C -5.755 -1.958 0.560
C -6.793 -3.984 -0.342
C 1.525 -5.726 -0.348
C -4.869 -4.067 1.174
C -0.155 6.199 0.560
C 4.767 2.628 2.132
C -1.161 0.617 -3.167
C 2.720 0.465 -3.993
C 4.529 -1.063 -3.349
C 0.233 1.281 1.237
C 3.567 -1.714 2.291
C 0.973 -4.737 -1.099
C 3.770 4.031 0.003
C -4.338 2.609 -1.409
C -2.012 4.725 0.981
C 3.766 -2.241 3.552
C -5.927 -4.717 0.439
C -0.901 -0.756 -0.347
C 3.543 -0.672 -4.255
C 3.035 -3.530 -0.608
C 2.986 1.135 -2.790
H 2.036 0.904 -4.704
H 0.572 2.107 1.844
H -2.848 4.335 1.543
H 2.419 2.023 -2.551
H 5.041 1.991 2.961
H 6.828 -0.943 4.094
H 5.052 -2.482 5.164
H -4.579 -1.140 4.083
H -4.049 3.578 -1.817
H -3.496 1.967 -1.149
H 0.476 6.991 0.936
H -5.538 -0.900 0.566
H -1.299 -3.277 1.905
H 0.618 3.506 6.423
H -1.032 4.279 -2.108
H -5.939 -5.795 0.363
H 0.018 -4.796 -1.601
H 1.377 -2.763 -1.761
H 0.187 -2.897 1.154
H 0.902 -6.600 -0.224
H -1.752 1.925 1.507
H 5.190 -1.914 -3.426
H 4.079 1.243 -1.033
H -5.262 -1.930 -3.551
H -2.776 0.153 0.218
H 4.500 -4.574 0.520
H 1.521 4.351 5.043
H -7.538 -4.575 -0.854
H 5.753 4.278 -0.678
H -0.974 -2.249 -5.007
H -1.247 -1.549 -0.993
H 3.393 4.704 -0.752
H -7.473 -1.957 -0.734
H 4.303 -0.436 0.771
H 0.239 -0.904 -3.124
H 3.093 -2.894 4.087
H 0.577 6.103 -1.462
H -1.043 5.935 2.481
H -4.171 -4.625 1.781
H -3.909 -2.478 -4.477
H 6.758 3.056 1.284
H -0.577 1.231 -2.498
H -3.390 -1.212 2.798
H 2.081 0.390 0.507
H 3.466 -1.245 -5.167
H 3.613 -2.619 -0.644
H 2.625 -1.966 1.827
H -3.718 0.825 -5.382
H -2.750 2.095 -3.535
H 1.868 3.700 0.851
*
```

Atom charges from the Mulliken analysis, given in e for atoms 1 to 99: number 1, Cl, carries -0.20; number 2, Cl, carries -0.05; number 3, Cl, carries -0.08; number 4, Cl, carries -0.14; number 5, Cl, carries -0.17; number 6, Cl, carries -0.15; number 7, Cl, carries -0.13; number 8, Cl, carries -0.16; number 9, Cl, carries 0.08; number 10, Cl, carries -0.15; number 11, N, carries -0.58; number 12, N, carries 0.09; number 13, N, carries 0.84; number 14, N, carries -0.58; number 15, N, carries -0.46; number 16, N, carries -0.48; number 17, N, carries -0.29; number 18, N, carries -0.01; number 19, C, carries 0.59; number 20, C, carries -0.47; number 21, C, carries -0.34; number 22, C, carries -0.64; number 23, C, carries -0.11; number 24, C, carries 1.05; number 25, C, carries -0.81; number 26, C, carries -0.50; number 27, C, carries -0.40; number 28, C, carries -0.46; number 29, C, carries 0.09; number 30, C, carries -0.38; number 31, C, carries -0.43; number 32, C, carries -0.82; number 33, C, carries -0.56; number 34, C, carries -0.07; number 35, C, carries -0.77; number 36, C, carries 0.30; number 37, C, carries -1.37; number 38, C, carries -0.64; number 39, C, carries -0.43; number 40, C, carries 0.28; number 41, C, carries -0.72; number 42, C, carries 0.14; number 43, C, carries -0.23; number 44, C, carries -0.35; number 45, C, carries -0.38; number 46, C, carries -0.32; number 47, C, carries -0.46; number 48, C, carries -0.56; number 49, C, carries 0.13; number 50, C, carries -0.53; number 51, C, carries -0.48; number 52, C, carries -0.31; number 53, C, carries 0.56; number 54, C, carries -0.51; number 55, C, carries -0.76; number 56, C, carries 0.37; number 57, C, carries -0.41; number 58, C, carries -0.66; number 59, C, carries -0.45; number 60, C, carries -1.80; number 61, C, carries -0.49; number 62, C, carries -0.35; number 63, C, carries -0.26; number 64, H, carries 0.53; number 65, H, carries 0.24; number 66, H, carries 0.48; number 67, H, carries 0.50; number 68, H, carries 0.48; number 69, H, carries 0.37; number 70, H, carries 0.39; number 71, H, carries 0.44; number 72, H, carries 0.40; number 73, H, carries -0.41; number 74, H, carries 0.41; number 75, H, carries 0.38; number 76, H, carries 0.07; number 77, H, carries 0.33; number 78, H, carries 0.41; number 79, H, carries 0.36; number 80, H, carries 0.48; number 81, H, carries 0.36; number 82, H, carries -0.92; number 83, H, carries 0.34; number 84, H, carries 0.57; number 85, H, carries 0.41; number 86, H, carries 0.52; number 87, H, carries 0.25; number 88, H, carries 0.91; number 89, H, carries 0.43; number 90, H, carries 0.24; number 91, H, carries 0.41; number 92, H, carries 0.39; number 93, H, carries 0.36; number 94, H, carries 0.11; number 95, H, carries 0.43; number 96, H, carries 0.42; number 97, H, carries 0.88; number 98, H, carries 0.36; number 99, H, carries 0.35